Density functional theory data (wB97M-V/def2-TZVPD) for C47H67BHfN8S3Se4SiTe as an isolated structure.

Structure (XYZ):
```
133
Properties=species:S:1:pos:R:3:mulliken_charge:R:1
Hf 1.261 0.826 -1.439 -0.87
C -6.069 2.358 1.877 -2.36
C -4.704 2.781 1.338 1.61
C -4.499 4.265 1.632 -1.67
C -4.661 2.474 -0.157 -1.60
N -3.646 1.979 2.031 0.58
C -3.886 1.096 3.054 -0.57
C -2.710 0.506 3.362 -1.12
N -1.744 1.011 2.539 0.62
B -0.245 0.425 2.540 -0.94
N 0.659 2.798 3.393 1.59
C 0.411 3.562 4.521 -1.37
C 0.994 4.758 4.371 -0.30
N 1.634 4.757 3.146 0.49
C 1.427 3.547 2.526 -0.11
S 1.881 3.250 0.919 0.24
C 2.446 5.911 2.648 1.33
C 2.542 6.958 3.759 -2.31
C 1.752 6.560 1.448 -1.49
C 3.869 5.452 2.323 -1.50
N -0.420 -1.054 3.071 0.51
C 0.214 -1.600 4.163 -0.70
C -0.026 -2.922 4.179 -0.99
N -0.812 -3.222 3.078 0.76
C -1.086 -2.056 2.414 0.02
S -2.195 -1.822 1.143 -0.21
C -1.188 -4.642 2.804 1.27
C -1.747 -4.887 1.406 -1.98
C -2.227 -5.051 3.847 -1.69
C 0.078 -5.496 2.940 -1.51
C -2.319 1.927 1.747 0.08
S -1.426 3.080 0.782 -0.30
H -6.826 2.923 1.335 0.47
H -6.186 2.585 2.937 0.53
H -6.259 1.298 1.710 0.45
H -5.313 4.832 1.180 0.45
H -3.559 4.627 1.223 0.33
H -4.511 4.444 2.709 0.41
H -5.495 2.984 -0.641 0.63
H -4.761 1.401 -0.333 0.38
H -3.738 2.810 -0.621 0.06
H -4.863 0.930 3.461 0.57
H -2.502 -0.278 4.066 0.66
H -0.348 -0.232 0.461 -0.76
H -0.171 3.174 5.337 0.60
H 0.981 5.608 5.023 0.52
H 1.570 7.383 4.011 0.47
H 3.167 7.771 3.391 0.48
H 3.008 6.559 4.661 0.47
H 0.764 6.923 1.737 0.38
H 1.644 5.863 0.624 0.23
H 2.345 7.413 1.114 0.48
H 4.290 4.906 3.169 0.36
H 4.486 6.334 2.146 0.51
H 3.903 4.813 1.448 0.24
H 0.808 -1.014 4.837 0.69
H 0.301 -3.670 4.875 0.56
H -2.703 -4.403 1.250 0.43
H -1.870 -5.967 1.304 0.61
H -1.066 -4.535 0.631 0.28
H -3.126 -4.443 3.742 0.31
H -1.843 -4.932 4.861 0.34
H -2.499 -6.098 3.708 0.45
H 0.862 -5.122 2.283 0.17
H -0.156 -6.520 2.651 0.50
H 0.465 -5.523 3.957 0.43
Se -1.094 2.282 -1.271 -0.10
Se 0.891 2.076 -3.888 -0.40
Se 2.284 3.357 -2.513 -0.27
Se 3.753 1.694 -1.723 -0.34
C 4.613 -1.918 -1.053 -0.75
Si 2.856 -2.335 -0.532 -0.16
C 2.092 -3.526 -1.779 -0.08
C 2.904 -3.330 1.067 -0.64
N 1.862 -0.911 -0.337 1.59
C 1.720 -0.347 0.945 1.00
C 2.753 -0.310 1.814 -0.35
C 2.867 0.218 3.158 -0.97
C 2.005 0.870 3.944 -1.79
C 0.618 1.304 3.597 -0.13
C 0.376 0.308 1.072 1.87
H 5.172 -2.830 -1.277 0.41
H 5.140 -1.397 -0.250 0.34
H 4.642 -1.269 -1.928 -0.10
H 2.841 -4.281 -2.035 0.53
H 1.726 -3.094 -2.708 -0.43
H 1.254 -4.048 -1.308 0.13
H 2.842 -4.394 0.824 0.51
H 2.068 -3.075 1.721 -0.11
H 3.818 -3.172 1.640 0.31
H 3.689 -0.713 1.444 0.15
H 3.845 0.036 3.596 0.38
H 2.353 1.156 4.933 0.33
H 0.021 1.246 4.517 0.51
H 0.447 1.358 0.753 -1.74
C 2.946 -2.856 -5.542 -1.21
C 3.421 -1.443 -5.192 2.24
C 4.918 -1.427 -4.860 -1.80
C 3.104 -0.451 -6.318 -1.47
C 2.688 -0.990 -4.004 -0.73
N 2.094 -0.600 -3.108 0.99
H 3.512 -3.207 -6.407 0.47
H 1.886 -2.863 -5.791 0.07
H 3.116 -3.545 -4.715 0.28
H 5.477 -1.664 -5.766 0.50
H 5.161 -2.166 -4.098 0.31
H 5.230 -0.445 -4.504 0.35
H 3.608 -0.788 -7.225 0.46
H 3.450 0.550 -6.066 0.34
H 2.032 -0.405 -6.507 0.16
Te -0.887 -1.494 -2.129 0.27
C -0.712 -2.025 -4.176 0.79
C -0.625 -1.071 -5.185 -0.18
C -0.649 -1.459 -6.516 -0.70
C -0.749 -2.804 -6.849 -0.66
C -0.816 -3.760 -5.847 -0.69
C -0.801 -3.372 -4.513 -0.33
C -2.868 -0.830 -2.404 0.90
C -3.892 -1.581 -1.837 -0.54
C -5.214 -1.196 -2.020 -0.62
C -5.511 -0.073 -2.776 -0.62
C -4.487 0.670 -3.348 -0.81
C -3.165 0.297 -3.159 -0.36
H -0.551 -0.020 -4.931 0.02
H -0.597 -0.708 -7.295 0.49
H -0.773 -3.104 -7.889 0.38
H -0.892 -4.810 -6.100 0.44
H -0.870 -4.121 -3.734 0.36
H -3.658 -2.449 -1.235 0.42
H -6.009 -1.779 -1.573 0.44
H -6.542 0.225 -2.923 0.38
H -4.716 1.550 -3.936 0.43
H -2.373 0.891 -3.596 0.37
```

Properties
HOMO-LUMO gap = 7.0 eV
ΔE to the lowest compared entry with this formula, charge and spin = 237.3 kJ/mol
total charge = 0
HOMO energy = -6.620 eV
LUMO = 0.4 eV

Density functional theory data (wB97M-V/def2-TZVPD) for one molecule with the formula CH2OS.

Structure (XYZ):
```
5
Properties=species:S:1:pos:R:3:nbo_charge:R:1
C 0.224 -0.432 0.443 -0.50
O -0.959 1.225 -1.638 -0.70
S 0.282 1.117 -0.020 0.74
H 0.986 -0.795 1.116 0.22
H -0.533 -1.115 0.099 0.24
```

Properties
HOMO-LUMO gap (alpha / beta) = 7.9 / 7.9 eV
ΔE to the lowest compared entry with this formula, charge and spin = 412.5 kJ/mol
total charge = 0
HOMO energy (alpha / beta) = -9.545 / -9.540 eV
LUMO (alpha / beta) = -1.6 / -1.6 eV

Density functional theory data (wB97M-V/def2-TZVPD) for C22H15F5InO8S as an isolated structure.

Structure (XYZ):
```
52
Properties=species:S:1:pos:R:3:mulliken_charge:R:1
C -0.075 4.485 1.224 -0.12
C -0.434 3.708 0.345 -0.66
In -0.874 2.108 -1.208 0.99
S 0.029 -0.076 -0.209 0.56
O -0.205 -1.247 -1.086 -0.68
O -0.672 -0.193 1.109 -0.57
C 1.851 0.155 0.239 0.42
F 2.553 -1.062 0.330 -0.21
F 1.885 0.832 1.458 -0.24
C 2.655 1.051 -0.805 0.55
F 2.213 0.704 -2.061 -0.21
F 2.497 2.389 -0.586 -0.18
F 4.011 0.756 -0.674 -0.26
H 0.544 4.907 2.051 0.32
H -2.619 1.838 -1.407 -0.40
H 0.007 2.414 -2.727 -0.30
C 5.153 -2.877 -0.087 -0.15
C 4.557 -3.342 -1.185 -0.16
C 5.106 -4.502 -1.922 0.18
O 4.566 -4.927 -2.925 -0.54
C 6.340 -5.127 -1.392 -0.40
C 6.934 -4.662 -0.296 -0.38
C 6.386 -3.501 0.442 0.20
O 6.929 -3.079 1.444 -0.55
H 4.766 -2.029 0.463 0.50
H 3.655 -2.897 -1.585 0.48
H 6.726 -5.975 -1.944 0.40
H 7.837 -5.107 0.105 0.40
C -1.643 -2.631 3.230 -0.17
C -1.127 -1.566 3.842 -0.33
C -1.176 -1.428 5.315 0.27
O -0.709 -0.457 5.878 -0.55
C -1.820 -2.521 6.082 -0.38
C -2.335 -3.584 5.470 -0.40
C -2.285 -3.722 3.996 0.27
O -2.755 -4.696 3.439 -0.56
H -1.615 -2.746 2.154 0.49
H -0.653 -0.760 3.295 0.58
H -1.846 -2.404 7.159 0.40
H -2.809 -4.392 6.015 0.39
C -4.058 5.583 -3.286 -0.38
C -4.971 5.973 -4.175 -0.34
C -6.110 5.101 -4.539 0.39
O -6.942 5.456 -5.352 -0.58
C -6.197 3.780 -3.877 -0.34
C -5.285 3.389 -2.988 -0.28
C -4.145 4.261 -2.623 0.25
O -3.317 3.907 -1.813 -0.36
H -3.218 6.207 -3.008 0.44
H -4.923 6.936 -4.668 0.39
H -7.037 3.156 -4.155 0.39
H -5.333 2.426 -2.494 0.42
```

Properties
HOMO-LUMO gap = 6.5 eV
ΔE to the lowest compared entry with this formula, charge and spin = 101.1 kJ/mol
total charge = -1
HOMO energy = -6.205 eV
LUMO = 0.3 eV

Density functional theory data (wB97M-V/def2-TZVPD) for C28H51BN11O2Pt as an isolated structure.

Structure (XYZ):
```
94
Properties=species:S:1:pos:R:3:mulliken_charge:R:1
Pt -1.514 -0.538 -0.564 3.05
C -1.665 -1.034 -3.871 -0.22
C -0.517 -0.074 -4.211 0.56
C 0.465 -0.731 -5.200 -1.75
C 0.264 0.449 -3.039 -0.55
C 1.303 1.383 -3.117 -0.88
C 1.836 1.489 -1.844 -0.12
C 3.084 2.303 -1.596 0.24
C 4.305 1.566 -2.160 -1.50
C 3.340 2.771 -0.175 -1.31
N 1.110 0.678 -1.027 0.66
N 0.182 0.025 -1.795 -0.46
B 1.193 0.263 0.510 1.09
N 0.086 0.844 1.482 1.08
N -1.217 0.498 1.278 -0.61
C -1.956 0.933 2.273 -0.30
C -1.117 1.567 3.195 -0.70
C 0.165 1.481 2.686 0.04
C 1.373 1.873 3.501 -0.04
C 2.168 0.636 3.914 -1.35
C 2.291 2.948 2.929 -1.65
C -3.443 0.794 2.390 0.04
C -4.151 1.927 1.639 -1.42
C -3.984 -0.575 1.988 -1.34
N 1.028 -1.276 0.525 1.04
N -0.195 -1.804 0.211 -0.31
C -0.117 -3.142 0.308 -0.36
C 1.188 -3.466 0.662 -0.81
C 1.885 -2.282 0.786 -0.29
C 3.345 -2.255 1.174 0.34
C 4.162 -1.015 0.831 -1.39
C 3.518 -2.655 2.645 -1.44
C -1.202 -4.167 0.147 0.59
C -2.473 -3.671 -0.497 -1.08
C -1.506 -4.795 1.512 -1.42
H -1.528 -1.989 -4.376 0.50
H -2.630 -0.635 -4.186 0.24
H -1.733 -1.259 -2.802 -0.76
H -0.926 0.809 -4.711 0.45
H 0.964 -1.577 -4.722 0.41
H 1.230 -0.037 -5.543 0.40
H -0.076 -1.101 -6.072 0.46
H 1.665 1.893 -3.996 0.68
H 2.936 3.193 -2.216 0.54
H 4.419 0.586 -1.695 0.29
H 5.212 2.140 -1.963 0.44
H 4.220 1.418 -3.236 0.44
H 3.722 1.955 0.438 -0.10
H 2.439 3.166 0.294 0.28
H 4.094 3.559 -0.178 0.42
H 2.244 0.592 0.937 -1.09
H -1.400 1.998 4.142 0.49
H 0.925 2.290 4.406 0.58
H 2.576 0.145 3.031 -0.17
H 1.543 -0.081 4.448 0.41
H 3.002 0.917 4.560 0.49
H 2.983 2.528 2.202 0.20
H 2.884 3.382 3.735 0.52
H 1.730 3.755 2.456 0.36
H -3.643 0.930 3.456 0.56
H -4.023 1.805 0.561 0.14
H -3.752 2.902 1.923 0.36
H -5.221 1.920 1.852 0.51
H -5.069 -0.533 1.889 0.44
H -3.740 -1.332 2.734 0.29
H -3.582 -0.918 1.028 0.08
H 1.583 -4.457 0.813 0.72
H 3.765 -3.072 0.580 0.69
H 4.013 -0.207 1.549 0.12
H 3.926 -0.639 -0.164 -0.12
H 5.220 -1.277 0.851 0.51
H 3.026 -1.947 3.309 0.19
H 4.578 -2.680 2.901 0.44
H 3.097 -3.641 2.838 0.44
H -0.777 -4.945 -0.495 0.43
H -2.947 -2.908 0.120 0.05
H -3.187 -4.491 -0.594 0.51
H -2.297 -3.271 -1.495 0.02
H -1.954 -4.053 2.177 0.27
H -0.605 -5.178 1.992 0.42
H -2.211 -5.619 1.398 0.42
N -1.155 2.732 -0.704 -0.21
N -2.282 2.965 -1.450 -0.48
C -3.176 2.024 -1.789 0.24
N -4.227 2.501 -2.450 -0.41
N -3.005 0.712 -1.458 -0.13
N -4.018 -0.178 -1.802 0.84
O -5.050 0.154 -2.361 -0.85
O -3.760 -1.325 -1.493 -0.53
H -1.201 3.202 0.190 0.36
H -0.321 2.972 -1.226 0.27
H -2.488 3.905 -1.753 0.19
H -4.294 3.486 -2.641 0.13
H -4.953 1.866 -2.734 0.19
```

Properties
HOMO-LUMO gap (alpha / beta) = 7.6 / 7.6 eV
total charge = +1
HOMO energy (alpha / beta) = -10.462 / -10.462 eV
LUMO (alpha / beta) = -2.9 / -2.9 eV

Density functional theory data (wB97M-V/def2-TZVPD) for a 2-piece molecular cluster, C4H5NO overall.

Structure (XYZ):
```
11
Properties=species:S:1:pos:R:3:nbo_charge:R:1
O 2.430 -1.033 0.973 -0.51
C 2.006 -0.165 1.572 0.51
C 0.179 0.603 -1.030 -0.26
N -1.260 0.327 -0.877 -0.34
C -1.077 -0.681 0.183 -0.26
C -0.433 0.629 0.304 -0.15
H 0.394 1.540 -1.540 0.21
H 0.835 -0.231 -1.298 0.18
H -0.458 -1.558 -0.030 0.18
H -1.983 -0.871 0.753 0.21
H -0.634 1.441 0.991 0.22
```

Properties
HOMO-LUMO gap = 11.1 eV
ΔE to the lowest compared entry with this formula, charge and spin = 268.9 kJ/mol
total charge = 0
HOMO energy = -10.027 eV
LUMO = 1.1 eV

Density functional theory data (wB97M-V/def2-TZVPD) for one molecule with the formula C5H7N.

Structure (XYZ):
```
13
Properties=species:S:1:pos:R:3:nbo_charge:R:1
N 1.243 -1.729 -1.059 -0.60
C 0.651 -0.724 -0.575 0.33
C 1.080 0.697 -0.300 -0.48
C -0.368 1.004 0.082 -0.21
C -0.834 0.148 1.211 -0.41
C -0.828 -0.423 -0.190 -0.32
H 1.397 1.177 -1.231 0.23
H 1.844 0.847 0.468 0.22
H -0.887 1.909 -0.205 0.22
H -1.810 0.400 1.622 0.23
H -0.133 -0.235 1.951 0.21
H 0.417 -2.334 -1.124 0.33
H -1.772 -0.739 -0.650 0.23
```

Properties
HOMO-LUMO gap = 11.1 eV
ΔE to the lowest compared entry with this formula, charge and spin = 205.9 kJ/mol
SMILES = [H]/N=C1/C[C@@H]2C[C@H]12
total charge = 0
HOMO energy = -10.018 eV
LUMO = 1.1 eV

Density functional theory data (wB97M-V/def2-TZVPD) for one molecule with the formula C4H8O5.

Structure (XYZ):
```
17
Properties=species:S:1:pos:R:3:nbo_charge:R:1
C 0.131 0.140 0.649 0.33
C 1.231 -0.679 -0.071 0.47
C -2.025 0.285 -0.845 -0.71
C -0.561 0.561 -0.675 0.56
O -0.709 -0.666 1.410 -0.71
O 0.739 1.157 1.390 -0.69
O 2.132 0.074 -0.707 -0.72
O 1.695 -1.730 0.649 -0.71
O 0.060 1.389 -1.377 -0.60
H 0.071 1.808 1.638 0.48
H -0.153 -1.225 1.972 0.50
H 1.563 0.852 -1.114 0.52
H 2.661 -1.663 0.680 0.50
H 0.320 -0.988 -0.975 0.05
H -2.258 -0.740 -0.572 0.25
H -2.580 0.943 -0.176 0.25
H -2.317 0.483 -1.875 0.24
```

Properties
HOMO-LUMO gap = 9.9 eV
ΔE to the lowest compared entry with this formula, charge and spin = 232.7 kJ/mol
SMILES = CC(=O)C(O)(O)C(O)O
total charge = 0
HOMO energy = -9.519 eV
LUMO = 0.4 eV

Density functional theory data (wB97M-V/def2-TZVPD) for a 2-piece molecular cluster, C8H12N2 overall.

Structure (XYZ):
```
22
Properties=species:S:1:pos:R:3:nbo_charge:R:1
C 2.441 0.341 -0.722 -0.19
C 2.098 -0.921 -0.449 -0.28
C 1.510 1.252 -0.082 0.07
C 0.969 -0.744 0.442 0.26
C -2.051 0.068 -0.846 0.17
C 1.358 2.605 -0.187 -0.30
C 0.371 -1.833 1.249 -0.66
C -2.728 0.434 0.428 -0.67
N -1.914 -1.182 -1.000 -0.68
N 0.615 0.473 0.632 -0.48
H 3.258 0.790 -1.410 0.22
H 2.452 -1.805 -0.865 0.22
H 2.098 3.029 -0.881 0.20
H -1.624 0.817 -1.588 0.16
H 0.635 3.159 0.436 0.23
H -0.708 -1.604 1.628 0.25
H 0.414 -2.759 0.650 0.22
H 0.917 -1.975 2.235 0.24
H -2.901 1.560 0.521 0.20
H -3.640 -0.105 0.346 0.23
H -2.170 0.061 1.252 0.24
H -1.402 -1.660 -1.790 0.35
```

Properties
HOMO-LUMO gap = 8.8 eV
ΔE to the lowest compared entry with this formula, charge and spin = 303.3 kJ/mol
SMILES = C=C1C=CC(C)=N1.[H]/N=C/C
total charge = 0
HOMO energy = -9.157 eV
LUMO = -0.4 eV

- Which value of total charge does entry 1 give?
  0